# 1
55
Properties=species:S:1:pos:R:3 method="wB97M-V/def2-TZVPD" energy_ha=-2356.491649 e_above_lowest_ev=0.045 s_squared=3.78 total_charge=+1 multiplicity=4 lumo_ev="-3.7678 / -4.3656" homo_lumo_gap_ev="7.26 / 7.05"
Re -0.51 0.09 -0.10
C -0.32 -0.35 3.44
C 0.60 -0.45 2.27
C 1.66 0.42 2.10
C 2.65 0.22 1.11
C 3.84 1.13 1.04
C 2.49 -0.82 0.22
C 1.34 -1.65 0.24
C 1.24 -2.84 -0.68
C 0.44 -1.50 1.31
H 0.07 -0.96 4.27
H -1.32 -0.72 3.20
H -0.41 0.68 3.79
H 1.78 1.24 2.80
H 4.43 1.06 1.96
H 3.52 2.17 0.94
H 4.48 0.88 0.20
H 3.24 -1.00 -0.54
H 1.94 -3.61 -0.35
H 1.49 -2.58 -1.71
H 0.24 -3.27 -0.66
H -0.31 -2.27 1.50
Cl -2.27 4.89 0.07
C -0.91 4.29 -0.77
C -0.08 5.21 -1.45
C 0.98 4.78 -2.19
Cl 1.96 5.93 -3.03
C 1.29 3.40 -2.27
C 2.33 2.86 -3.06
C 2.51 1.51 -3.11
C 1.71 0.69 -2.31
N 0.75 1.15 -1.53
C 0.49 2.50 -1.55
C -0.64 2.94 -0.82
O -1.40 1.95 -0.30
H -0.32 6.26 -1.39
H 2.95 3.53 -3.64
H 3.28 1.07 -3.73
H 1.86 -0.38 -2.30
F -2.11 2.31 2.03
B -2.61 1.75 0.90
F -3.76 2.24 0.42
C -2.43 0.15 0.80
C -2.28 -1.04 0.42
C -2.66 -2.43 0.32
C -3.26 -3.06 1.41
C -3.61 -4.40 1.33
C -3.36 -5.11 0.16
C -2.78 -4.48 -0.93
C -2.42 -3.15 -0.85
H -3.46 -2.50 2.31
H -4.07 -4.89 2.17
H -3.64 -6.16 0.09
H -2.60 -5.03 -1.85
H -1.97 -2.65 -1.70


# 2
57
Properties=species:S:1:pos:R:3 method="wB97M-V/def2-TZVPD" energy_ha=-1299.873272 e_above_lowest_ev=2.951 smiles="CCN1CCN(c2ncc3c(n2)C[C@H](c2ccc(OC)c(OC)c2)CC3=O)CC1" lumo_ev=0.6476 homo_lumo_gap_ev=8.74
C 4.57 0.84 -6.78
C 4.25 0.93 -5.30
N 3.16 0.04 -4.92
C 3.11 -0.19 -3.49
C 2.07 -1.27 -3.18
N 0.79 -0.87 -3.69
C -0.23 -0.53 -2.90
N -1.34 -0.03 -3.48
C -2.34 0.26 -2.69
C -2.30 0.08 -1.31
C -1.10 -0.44 -0.79
N -0.08 -0.73 -1.58
C -0.93 -0.66 0.67
C -1.82 0.29 1.47
C -1.68 0.06 2.96
C -2.03 -1.14 3.55
C -1.89 -1.32 4.91
C -1.40 -0.32 5.73
O -1.24 -0.47 7.09
C -1.62 -1.69 7.68
C -1.04 0.91 5.15
O -0.54 2.02 5.77
C -0.38 2.07 7.17
C -1.19 1.07 3.77
C -3.28 0.12 1.01
C -3.45 0.41 -0.46
O -4.48 0.88 -0.91
C 0.81 -0.56 -5.10
C 1.87 0.50 -5.38
H 4.68 -0.21 -7.07
H 5.50 1.35 -6.99
H 3.79 1.29 -7.39
H 4.03 1.97 -5.02
H 5.13 0.61 -4.73
H 2.85 0.73 -2.93
H 4.09 -0.53 -3.15
H 2.37 -2.20 -3.67
H 1.98 -1.43 -2.11
H -3.23 0.66 -3.16
H 0.12 -0.54 0.94
H -1.21 -1.70 0.89
H -1.51 1.32 1.25
H -2.42 -1.96 2.96
H -2.18 -2.27 5.33
H -2.69 -1.89 7.54
H -1.42 -1.57 8.75
H -1.03 -2.53 7.30
H 0.00 3.07 7.37
H -1.33 1.93 7.69
H 0.34 1.33 7.53
H -0.91 2.02 3.36
H -3.94 0.77 1.58
H -3.60 -0.91 1.18
H 1.06 -1.48 -5.65
H -0.18 -0.22 -5.40
H 1.57 1.44 -4.89
H 1.92 0.68 -6.46


# 3
25
Properties=species:S:1:pos:R:3 method="wB97M-V/def2-TZVPD" energy_ha=-561.380256 e_above_lowest_ev=0.000 s_squared=3.77 multiplicity=4 lumo_ev="0.8954 / -0.8047" homo_lumo_gap_ev="8.07 / 6.54"
C 1.04 -1.88 -0.92
C -0.39 -2.00 -1.02
C -0.92 -2.25 0.29
C 0.18 -2.29 1.21
C 1.39 -2.06 0.47
Tc 0.08 -0.34 0.22
N 1.22 0.88 -0.86
C 0.27 1.47 -1.74
C -1.00 0.71 -1.24
H -1.97 -2.39 0.54
H -0.97 -1.94 -1.94
H 0.11 -2.47 2.28
H 2.40 -2.03 0.87
H 1.73 -1.72 -1.74
H -1.44 0.14 -2.06
H 0.49 1.28 -2.81
H 2.18 1.18 -0.88
H -1.75 1.42 -0.86
H 0.17 2.57 -1.63
C -0.43 2.37 1.75
C -0.42 0.88 1.96
O -0.66 0.27 2.99
H -1.26 2.64 1.08
H 0.51 2.68 1.29
H -0.56 2.88 2.72


# 4
152
Properties=species:S:1:pos:R:3 method="wB97M-V/def2-TZVPD" energy_ha=-19781.573645 lumo_ev=-0.9116 homo_lumo_gap_ev=8.64
C 0.53 2.99 2.83
C 0.89 3.82 1.77
C 1.06 3.26 0.51
C 0.93 1.90 0.31
C 0.68 1.06 1.40
C 0.50 1.61 2.66
N 1.01 1.30 -1.00
O 0.97 0.10 -1.11
O 1.09 2.08 -1.94
H 0.51 3.38 3.84
H 0.95 4.88 1.94
H 1.30 3.95 -0.30
H 0.61 -0.01 1.35
H 0.29 0.96 3.50
C 6.60 1.80 -0.27
C 6.41 2.65 0.80
C 5.67 2.25 1.90
C 5.08 0.99 1.92
C 5.20 0.14 0.81
C 5.95 0.58 -0.27
N 4.40 0.50 3.11
O 4.41 1.24 4.08
O 3.90 -0.61 3.12
H 7.25 2.06 -1.09
H 6.94 3.60 0.82
H 5.74 2.87 2.79
H 4.61 -0.76 0.72
H 6.20 -0.01 -1.15
C -1.19 4.71 -6.45
C -1.23 4.02 -5.24
C -0.54 4.42 -4.13
C 0.24 5.57 -4.25
C 0.42 6.21 -5.46
C -0.36 5.81 -6.55
N 0.95 6.10 -3.06
O 1.08 5.35 -2.12
O 1.41 7.22 -3.13
H -1.77 4.46 -7.33
H -1.77 3.08 -5.19
H -0.55 3.78 -3.27
H 1.10 7.05 -5.52
H -0.35 6.49 -7.40
C 2.49 9.59 -6.76
C 3.77 9.57 -7.30
C 3.92 10.02 -8.60
C 2.89 10.58 -9.31
C 1.59 10.60 -8.80
C 1.42 10.05 -7.54
N 3.14 11.11 -10.66
O 4.27 11.40 -10.99
O 2.15 11.25 -11.37
H 2.32 9.27 -5.74
H 4.68 9.37 -6.75
H 4.93 10.15 -8.97
H 0.74 11.04 -9.31
H 0.38 9.96 -7.24
C 6.61 10.57 -8.81
C 6.58 10.02 -10.08
C 6.68 8.66 -10.31
C 6.89 7.83 -9.22
C 7.04 8.39 -7.95
C 6.86 9.75 -7.74
N 7.05 6.38 -9.41
O 7.16 5.97 -10.54
O 7.07 5.69 -8.42
H 6.48 11.63 -8.65
H 6.37 10.67 -10.92
H 6.67 8.28 -11.32
H 7.12 7.72 -7.11
H 6.97 10.10 -6.72
C 4.74 2.75 -3.50
C 6.00 3.01 -4.08
C 6.18 4.28 -4.64
C 5.18 5.22 -4.69
C 3.91 4.92 -4.20
C 3.72 3.67 -3.64
N 5.47 6.51 -5.32
O 4.64 7.00 -6.07
O 6.58 6.99 -5.17
H 4.59 1.78 -3.05
H 6.68 2.17 -4.13
H 7.13 4.43 -5.15
H 3.03 5.53 -4.27
H 2.72 3.38 -3.33
C 8.14 2.68 -7.20
C 7.54 1.42 -7.08
C 8.11 0.49 -6.24
C 9.21 0.86 -5.48
C 9.76 2.13 -5.58
C 9.26 3.06 -6.48
N 9.75 -0.03 -4.44
O 9.24 -1.13 -4.34
O 10.65 0.36 -3.72
H 7.65 3.35 -7.90
H 6.62 1.27 -7.63
H 7.65 -0.48 -6.14
H 10.59 2.41 -4.94
H 9.71 4.03 -6.54
C 1.34 -4.29 -4.79
C 2.70 -4.51 -4.69
C 3.54 -3.53 -4.21
C 3.04 -2.28 -3.89
C 1.68 -1.98 -4.09
C 0.86 -3.01 -4.54
N 3.89 -1.31 -3.23
O 5.10 -1.51 -3.26
O 3.38 -0.33 -2.72
H 0.71 -5.07 -5.19
H 3.09 -5.45 -5.06
H 4.58 -3.70 -3.97
H 1.28 -1.00 -3.87
H -0.13 -2.69 -4.86
C 3.00 10.19 -3.29
C 4.08 9.12 -3.41
O 5.37 9.62 -3.10
C 6.13 10.18 -4.05
O 6.02 10.13 -5.23
O 7.06 10.82 -3.35
C 7.98 11.65 -4.06
H 2.01 9.76 -3.46
H 3.18 10.97 -4.02
H 3.11 10.68 -2.32
H 4.10 8.68 -4.41
H 3.81 8.33 -2.71
H 8.85 11.05 -4.33
H 8.29 12.44 -3.38
H 7.51 12.10 -4.94
C 9.83 6.14 -4.62
C 9.60 7.65 -4.86
O 10.06 8.04 -6.12
C 9.97 9.29 -6.55
O 9.42 10.14 -5.90
O 10.52 9.36 -7.74
C 10.04 10.32 -8.69
H 8.94 5.64 -4.99
H 9.99 6.03 -3.55
H 10.75 5.81 -5.11
H 10.19 8.19 -4.11
H 8.56 7.86 -4.59
H 10.80 10.43 -9.46
H 9.78 11.26 -8.22
H 9.20 9.92 -9.26
C 7.35 5.84 -1.71
Br 8.50 4.27 -1.94
Br 8.37 7.38 -1.00
Br 5.73 5.60 -0.64
H 6.96 6.08 -2.69
C 2.26 1.88 -7.26
Br 0.88 2.80 -8.38
Br 1.65 1.58 -5.47
Br 4.00 2.77 -7.33
H 2.43 0.91 -7.71


# 5
12
Properties=species:S:1:pos:R:3 method="wB97M-V/def2-TZVPD" energy_ha=-893.751175 e_above_lowest_ev=0.632 total_charge=+1 lumo_ev=-4.0720 homo_lumo_gap_ev=8.24
N -0.61 1.11 -2.61
H -1.10 0.36 -3.08
H 0.36 1.14 -2.93
H -0.52 1.01 -1.58
H -1.08 2.02 -2.65
C 0.03 0.23 2.31
S 0.21 0.61 0.58
S 0.18 -1.35 -0.26
H -0.53 -0.69 2.41
H 0.97 0.18 2.87
H -0.59 1.04 2.71
H 0.69 -1.85 0.87


# 6
48
Properties=species:S:1:pos:R:3 method="wB97M-V/def2-TZVPD" energy_ha=-3660.351461 e_above_lowest_ev=0.000 total_charge=-1 lumo_ev=2.3353 homo_lumo_gap_ev=5.94
Ir 0.29 -0.03 0.99
N 0.60 -2.02 1.91
C -0.53 -2.95 2.01
C -1.07 -3.01 3.43
N -1.09 -1.68 4.02
H 1.32 -2.37 1.28
H 1.01 -1.85 2.82
H -0.22 -3.96 1.70
H -1.30 -2.59 1.33
H -0.41 -3.65 4.04
H -2.05 -3.51 3.39
H -1.71 -1.64 4.82
H -1.40 -0.99 3.34
Cl 7.07 1.55 -1.74
C 5.55 0.86 -1.24
C 4.98 -0.16 -2.01
C 3.78 -0.72 -1.65
Cl 3.11 -2.00 -2.60
C 3.03 -0.25 -0.52
O 1.89 -0.75 -0.26
C 3.67 0.75 0.26
C 3.13 1.14 1.53
O 2.04 0.80 2.01
C 4.91 1.30 -0.11
H 5.49 -0.52 -2.89
H 3.78 1.77 2.15
H 5.36 2.06 0.51
Cl -2.27 -1.22 -1.59
C -3.07 0.02 -0.68
C -4.19 0.62 -1.21
C -4.88 1.58 -0.49
C -4.42 1.93 0.78
C -3.30 1.32 1.30
Cl -2.74 1.78 2.88
C -2.55 0.36 0.59
N -1.49 -0.31 1.13
H -4.53 0.32 -2.19
H -5.76 2.06 -0.90
H -4.93 2.68 1.37
Te 0.06 2.32 -0.16
C -0.32 1.74 -2.14
C -1.44 2.01 -2.88
C -1.41 1.43 -4.18
C -0.27 0.73 -4.41
S 0.77 0.78 -3.05
H -2.28 2.57 -2.48
H -2.22 1.52 -4.90
H 0.00 0.19 -5.30


# 7
21
Properties=species:S:1:pos:R:3 method="wB97M-V/def2-TZVPD" energy_ha=-399.682343 e_above_lowest_ev=5.407 total_charge=+1 lumo_ev="-4.2595 / -4.2600" homo_lumo_gap_ev="8.17 / 8.17"
C 2.19 0.37 -0.27
C -0.39 0.37 -0.45
C 0.90 -1.49 -1.01
C 3.00 1.38 0.35
C -1.14 -1.96 0.24
C -2.57 1.27 0.38
N 2.04 -0.83 -0.52
N -0.38 -0.91 -0.47
N -1.16 1.38 -0.13
H 0.95 -1.47 -2.03
H 0.92 -2.43 -0.52
H 3.66 1.97 -0.21
H 3.33 1.06 1.30
H 2.18 2.14 0.64
H -1.09 -2.84 -0.44
H -0.54 -2.20 1.22
H -2.10 -1.60 0.62
H -3.24 0.62 -0.35
H -3.16 2.08 0.53
H -2.54 0.75 1.34
H -0.87 2.34 -0.23


# 8
86
Properties=species:S:1:pos:R:3 method="wB97M-V/def2-TZVPD" energy_ha=-3072.158506 e_above_lowest_ev=2.278 smiles="O=[N+]([O-])c1ccccc1.O=[N+]([O-])c1ccccc1.O=[N+]([O-])c1ccccc1.O=[N+]([O-])c1ccccc1.O=C1OC[C@@H](F)O1.O=C1OC[C@@H](F)O1.O=C1OC[C@@H](F)O1" lumo_ev=-0.4588 homo_lumo_gap_ev=9.13
O -0.78 -5.02 -1.79
N 0.44 -4.86 -1.85
O 0.98 -5.00 -2.91
C 1.25 -4.67 -0.66
C 0.69 -4.57 0.64
C 1.48 -4.36 1.75
C 2.87 -4.51 1.58
C 3.46 -4.64 0.39
C 2.64 -4.62 -0.74
H -0.38 -4.51 0.72
H 0.99 -4.45 2.71
H 3.49 -4.58 2.46
H 4.53 -4.76 0.30
H 3.05 -4.71 -1.73
O -1.85 -2.66 3.13
N -2.79 -3.25 2.59
O -2.77 -4.43 2.28
C -4.07 -2.49 2.44
C -4.12 -1.12 2.69
C -5.31 -0.39 2.67
C -6.51 -1.09 2.44
C -6.58 -2.50 2.22
C -5.32 -3.18 2.22
H -3.22 -0.53 2.79
H -5.39 0.69 2.68
H -7.42 -0.50 2.37
H -7.52 -2.97 1.97
H -5.24 -4.24 2.06
O 1.31 -1.89 -5.12
N 1.02 -1.85 -3.88
O -0.04 -2.22 -3.38
C 1.91 -1.12 -2.97
C 2.94 -0.28 -3.48
C 3.95 0.27 -2.62
C 3.86 -0.06 -1.24
C 2.86 -0.88 -0.73
C 1.81 -1.32 -1.57
H 3.02 -0.17 -4.56
H 4.80 0.86 -2.92
H 4.65 0.27 -0.57
H 2.67 -1.14 0.30
H 1.05 -1.97 -1.17
O -0.70 2.93 -3.17
N -0.39 2.89 -4.32
O 0.16 1.94 -4.79
C -0.64 4.08 -5.14
C 0.22 4.49 -6.20
C 0.14 5.72 -6.86
C -0.87 6.58 -6.45
C -1.73 6.29 -5.41
C -1.59 5.06 -4.76
H 1.05 3.87 -6.51
H 0.92 5.84 -7.60
H -0.93 7.57 -6.88
H -2.60 6.87 -5.14
H -2.36 4.93 -4.01
O 2.22 2.10 0.56
C 2.99 2.21 1.51
O 4.24 1.68 1.47
C 4.71 1.62 2.82
C 3.77 2.49 3.57
F 4.21 3.61 4.08
O 2.75 2.87 2.61
H 4.80 0.61 3.22
H 5.66 2.12 2.62
H 3.28 1.94 4.37
O -2.28 -2.68 -0.32
C -1.86 -1.50 -0.25
O -1.44 -0.81 -1.28
C -1.24 0.55 -0.88
C -1.07 0.41 0.65
F -1.63 1.40 1.38
O -1.74 -0.81 0.84
H -0.39 0.85 -1.48
H -2.06 1.24 -1.04
H 0.02 0.38 0.70
O 0.77 3.80 5.48
C 0.19 2.72 5.20
O 0.28 1.61 5.88
C -0.97 0.91 5.68
C -1.39 1.31 4.28
F -2.67 1.45 4.23
O -0.75 2.58 4.19
H -0.75 -0.16 5.71
H -1.73 1.23 6.39
H -1.01 0.63 3.53